DFT (ωB97M-V/def2-TZVPD) results for the molecule C5H8O4.

```
17
C5H8O4 ωB97M-V/def2-TZVPD
C -1.6312 -1.3643 0.8529
C -2.4871 -0.2331 0.5188
O -1.9976 0.9061 0.7067
H -1.5851 -2.0758 0.0182
H -3.1305 -0.3561 -0.3735
H -1.9076 -1.7659 1.8377
C -0.1347 -0.4251 1.1313
C 0.6882 -0.3458 -0.1419
O 1.2154 0.9835 -0.2500
C 1.9809 1.2432 -1.2924
O 2.3440 0.4433 -2.1218
O 2.1554 2.5574 -1.3756
H 0.6119 -0.8801 1.8083
H -0.4097 0.1823 2.0034
H 0.0953 -0.5771 -1.0356
H 1.5271 -1.0537 -0.1167
H 2.6652 2.7614 -2.1699
```

As for the energy relative to the best compared isomer or geometry (same formula, charge and spin): 3.125 eV. The calculation puts the total energy at -496.1878 Eh. The frontier orbital gap is 10.14 eV. The spin multiplicity is 1. The SMILES is O=CCCCOC(=O)O. The calculation puts the HOMO energy at -9.7 eV. The max |F| comes out at 5.45 eV/Å.

DFT (ωB97M-V/def2-TZVPD) results for a structure of composition C6H24FN12O6Zn.

```
50
C6H24FN12O6Zn ωB97M-V/def2-TZVPD
Zn -0.4343 0.1582 -0.1385
F -1.6816 -0.9358 -1.1153
C 2.6292 -0.6426 -0.9956
O 1.4211 -0.3808 -0.9309
N 3.5562 -0.2053 -0.1216
N 3.1521 -1.2697 -2.0561
H 4.5087 -0.5203 -0.1486
H 3.3313 0.4652 0.5834
H 4.1138 -1.5490 -2.0715
H 2.4127 -1.6770 -2.6330
C -0.8921 2.4993 -2.3092
O -0.4677 1.5992 -1.5836
N -0.9461 3.7735 -1.8754
N -1.5107 2.3752 -3.5037
H -0.4867 4.0774 -1.0359
H -1.3722 4.4494 -2.4784
H -1.5780 3.1956 -4.0701
H -1.6824 1.4398 -3.8384
C -2.9937 1.5489 1.2894
O -2.0005 0.9462 0.8891
N -2.9135 2.8458 1.6480
N -4.2297 1.0356 1.4230
H -3.7559 3.3280 1.8990
H -1.9760 3.2050 1.6963
H -5.0107 1.4301 1.9096
H -4.2874 0.0911 1.0719
C 1.4659 2.0506 1.8097
O 0.7656 1.2475 1.1825
N 2.6345 2.5691 1.3861
N 1.0511 2.4554 3.0326
H 2.9287 2.4645 0.4312
H 3.1083 3.1514 2.0537
H 0.2489 2.0706 3.4952
H 1.7056 3.0187 3.5499
C -0.3644 -2.0994 2.0702
O -0.0409 -1.3318 1.1626
N 0.4684 -2.4509 3.0738
N -1.6185 -2.5437 2.1551
H 1.4101 -2.1006 3.0742
H 0.2631 -3.1393 3.7753
H -2.2133 -2.2185 1.4070
H -1.8791 -3.1966 2.8713
C 0.5820 -3.4682 -2.5374
O 1.0443 -2.4868 -3.1243
N -0.3035 -3.3959 -1.5288
N 0.9235 -4.7586 -2.8250
H -0.6841 -2.4910 -1.2476
H -0.6317 -4.2499 -1.1227
H 1.7438 -4.9162 -3.3820
H 0.4855 -5.4633 -2.2664
```

As for the energy relative to the best compared isomer or geometry (same formula, charge and spin): 1.622 eV. The calculation puts the total energy at -3230.8690 Eh. The frontier orbital gap is 9.09 eV. The net charge is +1. The spin multiplicity is 1. The calculation puts the HOMO energy at -11.2 eV. The max |F| comes out at 2.61 eV/Å.